(1)
14
Properties=species:S:1:pos:R:3:forces:R:3:nbo_charge:R:1 method="wB97M-V/def2-TZVPD" e_tot_ev=-9844.6396 homo_energy_ha=-0.32827 total_charge=0 multiplicity=1
C 0.841 1.460 0.383 0.092 0.014 -0.035 -0.62
C -0.216 0.451 -0.035 -0.027 -0.048 -0.023 -0.49
C -0.129 -0.272 -1.327 -0.198 0.055 0.018 0.22
O 0.895 0.070 -2.069 -0.488 -0.263 0.142 -0.63
C -0.461 -0.651 1.025 -0.071 -0.052 0.252 0.69
O -0.061 -0.533 2.166 -0.118 -0.013 -0.291 -0.61
N -1.173 -1.719 0.572 0.077 -0.002 0.176 -0.84
H 1.826 0.993 0.461 -0.124 0.050 0.002 0.22
H 0.903 2.274 -0.347 -0.006 -0.126 0.108 0.21
H 0.585 1.873 1.361 0.070 -0.058 -0.143 0.24
H -1.199 0.940 -0.153 0.038 -0.012 0.161 0.27
H 0.726 -0.541 -2.796 0.776 0.295 -0.607 0.51
H -1.263 -1.838 -0.431 -0.007 0.069 0.223 0.42
H -1.273 -2.507 1.191 -0.014 0.090 0.018 0.40

(2)
55
Properties=species:S:1:pos:R:3:forces:R:3:nbo_charge:R:1 method="wB97M-V/def2-TZVPD" e_tot_ev=-75511.3608 homo_energy_ha=-0.36368 total_charge=+1 multiplicity=1
Pt 0.519 -1.050 0.630 -0.010 0.090 -0.318 0.42
N 0.878 2.235 -1.607 0.112 -0.058 0.069 -0.62
C 1.759 2.433 -2.697 -0.036 0.014 0.003 0.21
C 2.428 3.635 -2.834 0.002 0.013 -0.001 -0.24
C 3.283 3.835 -3.911 -0.004 -0.010 -0.006 -0.19
C 3.444 2.842 -4.860 0.001 0.004 0.006 -0.20
C 2.756 1.641 -4.729 -0.003 0.021 -0.014 -0.19
C 1.928 1.428 -3.641 -0.002 -0.036 -0.022 -0.25
S 1.125 -0.142 -3.450 0.050 0.007 0.023 0.46
N -0.048 0.151 -2.259 -0.041 0.023 0.073 -0.65
C 0.016 1.184 -1.515 -0.099 -0.005 -0.130 0.40
C -1.010 1.301 -0.434 0.076 0.042 0.002 0.17
C -1.912 2.350 -0.412 -0.001 -0.031 -0.020 -0.22
C -2.865 2.398 0.593 0.011 -0.003 0.011 -0.12
C -2.873 1.403 1.555 0.005 0.007 0.004 -0.23
C -1.926 0.402 1.487 -0.055 -0.003 0.029 0.09
N -1.014 0.347 0.508 -0.022 -0.033 0.089 -0.46
H 0.904 2.901 -0.853 -0.011 0.015 -0.019 0.42
H 2.286 4.415 -2.095 -0.002 0.004 0.000 0.22
H 3.813 4.773 -4.005 0.001 0.000 -0.001 0.23
H 4.101 2.994 -5.706 0.002 0.001 0.002 0.23
H 2.874 0.862 -5.471 -0.005 0.000 0.001 0.23
H -1.867 3.102 -1.187 -0.005 -0.004 -0.001 0.25
H -3.587 3.203 0.624 -0.005 -0.002 -0.001 0.24
H -3.587 1.405 2.366 -0.002 0.001 -0.002 0.25
H -1.864 -0.373 2.238 -0.002 0.017 -0.008 0.23
C -1.102 -4.560 0.490 -0.022 0.000 -0.014 -0.99
Sb -0.831 -2.770 -0.605 -0.023 0.011 -0.020 1.38
C -0.074 -3.451 -2.450 -0.003 0.010 -0.002 -0.98
C -2.790 -2.135 -1.072 -0.012 -0.002 -0.006 -0.99
H -1.641 -5.291 -0.111 -0.004 0.015 -0.003 0.24
H -1.666 -4.345 1.396 0.002 -0.004 0.005 0.25
H -0.129 -4.962 0.766 -0.001 0.015 -0.007 0.25
H -0.682 -4.292 -2.777 0.010 -0.015 -0.015 0.24
H 0.962 -3.764 -2.339 0.009 0.010 0.009 0.25
H -0.134 -2.647 -3.181 -0.004 -0.007 0.004 0.25
H -3.313 -2.925 -1.609 0.006 0.001 0.009 0.25
H -2.723 -1.248 -1.700 0.022 0.002 0.003 0.25
H -3.331 -1.899 -0.157 -0.003 -0.004 -0.006 0.24
O 0.322 1.188 3.310 0.008 0.005 0.033 -0.92
S 1.716 1.227 2.975 0.062 0.045 -0.032 2.30
O 2.337 2.472 2.662 -0.009 0.001 0.014 -0.89
N 1.952 0.147 1.693 -0.274 -0.174 0.123 -0.81
C 2.555 -0.945 2.119 0.231 -0.468 -0.114 0.14
S 2.429 -2.298 1.059 -0.030 0.310 0.257 -0.01
C 3.056 -0.912 3.496 0.101 0.122 0.044 -0.07
C 3.789 -1.865 4.181 0.004 0.012 0.006 -0.17
C 4.139 -1.590 5.496 -0.006 0.029 0.018 -0.18
C 3.760 -0.396 6.105 0.008 -0.020 -0.026 -0.16
C 3.016 0.561 5.419 -0.001 0.014 -0.001 -0.17
C 2.678 0.271 4.116 -0.025 0.013 -0.057 -0.31
H 4.076 -2.792 3.703 0.003 0.003 -0.003 0.24
H 4.716 -2.312 6.058 0.000 0.002 0.001 0.24
H 4.046 -0.209 7.131 -0.002 0.002 0.000 0.24
H 2.715 1.486 5.890 0.001 -0.002 0.007 0.25

(3)
74
Properties=species:S:1:pos:R:3:forces:R:3:mulliken_charge:R:1 method="wB97M-V/def2-TZVPD" e_tot_ev=-107599.5689 homo_energy_ha=-0.19260 total_charge=-1 multiplicity=1
Sc -0.405 -2.161 0.168 -0.665 -0.557 1.004 -0.32
C 4.116 -1.467 -0.490 0.048 -0.028 -0.170 -1.70
C 2.651 -1.761 -0.669 0.145 -0.034 -0.623 0.70
N 1.821 -1.696 0.312 0.022 0.166 0.489 0.48
N 2.385 -1.233 1.512 -0.261 -0.012 0.092 -0.42
C 1.629 -1.361 2.552 0.054 -0.201 0.119 0.40
S 0.056 -2.055 2.721 0.194 0.173 -0.260 -0.34
S 2.257 -0.818 4.123 -0.190 -0.010 -0.184 -0.15
C 3.917 -0.199 3.734 -0.041 0.227 0.016 -0.87
C 3.988 1.302 3.566 -0.044 -0.079 -0.002 0.41
C 3.906 1.879 2.300 0.032 0.152 -0.051 0.29
C 3.964 3.263 2.145 -0.012 -0.162 0.081 -0.54
C 4.072 4.092 3.257 -0.013 -0.119 0.014 -0.48
C 4.143 3.525 4.526 0.007 -0.121 -0.004 -0.55
C 4.113 2.141 4.675 0.001 0.046 0.023 -0.46
C 2.203 -2.092 -2.045 0.583 -0.052 0.339 0.58
C 3.157 -2.483 -2.996 0.127 -0.076 -0.041 -0.84
C 2.827 -2.730 -4.315 -0.023 -0.019 0.010 -0.86
C 1.497 -2.573 -4.712 -0.099 0.000 0.056 -0.39
C 0.539 -2.189 -3.792 0.016 -0.083 -0.404 -0.66
C 0.875 -1.957 -2.455 -0.466 0.226 0.024 0.58
O -0.079 -1.580 -1.618 0.295 0.186 -1.011 0.28
H 4.275 -0.897 0.411 0.046 0.077 0.133 0.16
H 4.502 -0.920 -1.352 -0.025 -0.077 0.079 0.40
H 4.674 -2.406 -0.397 -0.054 0.081 -0.024 0.44
H 4.222 -0.722 2.832 0.118 0.025 0.006 0.18
H 4.530 -0.527 4.572 0.122 0.047 -0.018 0.57
H 3.789 1.233 1.431 0.016 0.096 0.123 0.10
H 3.930 3.694 1.150 -0.066 -0.023 0.029 0.40
H 4.097 5.170 3.138 0.018 -0.113 0.002 0.38
H 4.225 4.163 5.404 -0.002 -0.112 -0.131 0.36
H 4.183 1.701 5.669 -0.035 0.086 -0.165 0.36
H 4.188 -2.611 -2.683 -0.112 0.006 -0.071 0.40
H 3.590 -3.044 -5.025 -0.159 0.060 0.147 0.38
H 1.209 -2.763 -5.744 0.036 0.043 0.156 0.39
H -0.504 -2.071 -4.071 0.142 -0.018 0.022 0.40
C -1.835 3.276 1.431 0.253 0.062 -0.167 -1.22
C -0.469 3.108 0.716 -0.470 0.086 0.368 -0.79
Sb -0.274 1.112 -0.065 0.151 0.130 -0.256 0.59
C -1.734 1.361 -1.621 0.143 0.327 -0.222 -0.58
C -1.624 2.618 -2.499 -0.089 -0.163 0.049 -1.21
C 1.491 1.456 -1.281 0.102 0.507 0.087 0.05
C 1.807 2.913 -1.682 0.016 -0.258 0.006 -1.20
H -1.945 4.278 1.867 0.048 -0.164 -0.095 0.36
H -1.962 2.548 2.241 0.079 0.079 -0.139 0.30
H -2.673 3.127 0.735 0.193 0.017 0.094 0.29
H 0.357 3.266 1.416 -0.065 0.054 -0.030 0.41
H -0.359 3.823 -0.107 -0.033 -0.123 0.195 0.41
H -2.696 1.306 -1.116 -0.111 -0.003 -0.004 0.45
H -1.637 0.452 -2.214 -0.078 -0.031 -0.048 0.29
H -1.590 3.543 -1.909 -0.008 -0.171 -0.082 0.27
H -2.490 2.697 -3.170 0.108 -0.012 0.090 0.42
H -0.730 2.593 -3.132 -0.149 -0.031 0.116 0.26
H 1.370 0.822 -2.159 0.023 -0.035 -0.092 0.39
H 2.319 1.039 -0.701 0.028 0.018 -0.036 -0.24
H 1.076 3.311 -2.393 0.120 -0.083 0.148 0.18
H 2.796 2.988 -2.156 -0.147 -0.045 0.059 0.44
H 1.810 3.587 -0.819 0.034 -0.112 -0.035 0.18
O -9.125 -3.818 0.564 -0.072 0.050 -0.011 -0.48
C -8.492 -3.086 -0.388 0.356 -0.098 0.273 0.63
O -9.103 -2.794 -1.372 -0.119 0.233 -0.514 -0.57
C -7.063 -2.717 -0.128 -0.302 -0.043 0.065 0.77
C -6.294 -2.285 -1.201 0.283 0.091 -0.197 -0.65
C -4.972 -1.902 -1.024 -0.117 -0.038 -0.003 -0.32
C -4.379 -1.911 0.247 0.002 -0.262 -0.204 0.27
S -2.772 -1.260 0.520 -0.128 0.226 0.249 -0.29
C -5.156 -2.357 1.323 -0.143 -0.033 -0.035 -0.98
C -6.474 -2.751 1.133 0.187 0.016 0.219 -0.71
H -8.497 -4.048 1.249 0.205 -0.133 0.286 0.29
H -6.755 -2.255 -2.181 0.058 0.014 0.019 0.40
H -4.377 -1.575 -1.868 -0.061 -0.002 0.035 0.41
H -4.712 -2.372 2.311 -0.064 -0.003 -0.047 0.41
H -7.042 -3.050 2.010 0.033 0.011 -0.015 0.18
I -0.335 -4.892 -0.406 -0.020 0.122 0.070 -0.48

(4)
42
Properties=species:S:1:pos:R:3:forces:R:3:nbo_charge:R:1 method="wB97M-V/def2-TZVPD" e_tot_ev=-31248.7860 homo_energy_ha=-0.47202 total_charge=+1 multiplicity=1
Hg 1.113 -1.057 1.943 -1.935 0.775 -1.204 1.66
C -1.026 0.275 -1.543 -2.630 -0.629 -0.571 -0.67
C -0.352 0.547 -0.259 1.703 -1.299 -0.420 -0.09
O -0.655 -0.506 0.566 0.582 -0.869 2.078 -0.97
H -2.146 0.142 -1.319 1.407 0.393 -0.402 0.24
H -0.763 -0.739 -1.952 0.163 1.255 0.123 0.22
H -0.954 1.125 -2.223 -0.023 -0.274 -0.441 0.21
H -0.531 1.502 0.162 -0.862 1.304 0.352 0.14
H 0.728 0.520 -0.371 0.574 0.422 -0.617 0.12
O -0.176 -3.287 -2.150 0.562 -1.030 1.408 -0.96
H -0.113 -2.543 -2.729 0.016 0.856 -1.162 0.50
H 0.565 -3.863 -2.390 -0.372 0.036 -0.251 0.48
O 1.699 1.059 -2.939 0.503 0.235 0.322 -0.94
H 0.875 0.721 -2.610 -0.869 -0.672 -0.022 0.47
H 1.780 1.809 -2.342 0.491 0.376 -0.286 0.47
O 1.488 1.429 2.073 -0.485 -0.183 0.057 -1.00
H 0.614 1.853 1.879 0.318 -0.374 0.690 0.52
H 2.142 1.959 1.624 0.283 0.270 -0.062 0.48
O 2.863 -0.410 0.396 -0.020 -0.159 1.354 -0.97
H 3.301 0.434 0.398 0.326 0.534 0.208 0.50
H 2.900 -0.695 -0.494 0.000 -0.772 -1.612 0.51
O -0.634 -0.420 3.527 1.528 -1.988 0.884 -0.97
H -0.693 -0.501 4.485 0.182 -0.249 0.120 0.50
H -1.113 0.357 3.347 -1.099 1.868 -0.850 0.52
O 0.814 -1.506 -4.238 -0.730 -1.407 0.110 -0.93
H 0.724 -0.591 -4.396 -0.451 1.722 -0.759 0.48
H 1.556 -1.504 -3.662 1.316 -0.268 0.626 0.46
O 0.405 4.209 0.759 -0.261 0.711 1.685 -0.95
H 0.982 3.943 0.074 0.866 -0.335 -1.357 0.47
H 0.941 4.820 1.305 -0.551 -0.304 -0.351 0.50
O 0.906 -3.043 0.464 0.789 0.086 1.031 -1.00
H 0.371 -3.708 0.904 -0.078 -0.199 -0.060 0.50
H 0.571 -2.968 -0.443 -0.589 0.177 -0.551 0.53
O -1.045 2.474 2.499 1.594 0.140 0.945 -0.99
H -1.788 2.038 2.121 -1.583 -0.565 -0.729 0.50
H -0.681 3.097 1.867 -0.354 0.660 -0.333 0.49
O -2.774 0.367 1.899 1.264 0.928 1.031 -1.00
H -1.944 0.132 1.429 -0.057 -0.686 -0.068 0.49
H -3.442 0.216 1.267 -1.453 -0.294 -0.941 0.48
O -2.538 -2.587 0.488 -0.049 -0.800 0.109 -0.94
H -1.889 -3.302 0.392 -0.485 0.364 -0.152 0.45
H -2.079 -1.798 0.193 0.470 0.245 0.065 0.48

(5)
8
Properties=species:S:1:pos:R:3:forces:R:3:mulliken_charge:R:1 method="wB97M-V/def2-TZVPD" e_tot_ev=-32065.5712 homo_energy_ha=-0.51510 total_charge=+2 multiplicity=1
Y 23.213 -11.417 -4.549 0.649 -0.079 -0.507 1.07
Y 27.869 -12.537 -5.285 1.159 2.035 -3.886 1.73
P 29.331 -11.761 -7.710 -0.836 1.705 -6.917 0.95
O 29.599 -12.613 -8.977 0.100 1.838 2.239 -0.29
O 29.326 -10.268 -8.156 1.259 -0.573 -1.147 -0.21
O 29.956 -11.913 -6.426 2.081 -2.408 6.380 -0.64
O 27.865 -11.737 -7.324 -4.292 -2.325 2.792 -0.37
Cl 25.234 -11.768 -6.135 -0.119 -0.192 1.045 -0.23

(6)
11
Properties=species:S:1:pos:R:3:forces:R:3:nbo_charge:R:1 method="wB97M-V/def2-TZVPD" e_tot_ev=-15069.2040 homo_energy_ha=-0.08398 total_charge=-1 multiplicity=1
C -0.164 -0.832 -0.181 1.432 -0.608 -0.004 -0.77
S -1.643 -1.554 0.485 -1.010 -0.352 0.026 -0.10
H 0.059 0.240 -0.241 -0.514 0.104 0.040 0.31
H -0.110 -1.355 -1.135 0.083 0.408 -0.372 0.20
H 0.703 -1.202 0.368 -0.072 0.043 0.148 0.22
H -1.987 -0.751 1.483 0.179 0.372 0.254 0.11
C 1.585 2.270 -0.847 0.245 -0.417 0.140 -0.20
O 1.730 1.395 0.176 -0.230 0.125 -0.047 -0.98
H 2.342 2.115 -1.660 0.008 0.173 -0.123 0.07
H 1.682 3.350 -0.567 -0.065 0.023 -0.039 0.08
H 0.599 2.193 -1.386 -0.057 0.127 -0.022 0.06

(7)
13
Properties=species:S:1:pos:R:3:forces:R:3:nbo_charge:R:1 method="wB97M-V/def2-TZVPD" e_tot_ev=-9269.5338 homo_energy_ha="-0.28519 / -0.28517" total_charge=0 multiplicity=1
N -1.924 0.467 -0.325 0.069 0.050 0.177 -0.79
C -0.608 0.035 -0.187 0.166 0.167 0.036 0.18
C -0.435 -1.408 -0.487 0.252 -0.091 0.077 0.07
N 0.588 -2.074 -0.137 -0.403 0.097 -0.095 -0.53
C 1.818 0.664 0.183 -0.214 -0.058 0.170 0.22
O 2.270 1.557 1.074 0.154 -0.046 -0.361 -0.67
C 0.391 0.906 0.108 0.012 0.020 -0.201 -0.43
H -2.637 -0.165 0.015 0.116 0.003 -0.136 0.38
H -2.086 1.412 -0.004 0.012 -0.114 -0.060 0.38
H -1.274 -1.841 -1.053 0.201 0.087 0.017 0.16
H 0.522 -3.024 -0.511 0.033 0.103 0.112 0.34
H 3.234 1.511 1.079 -0.090 -0.137 0.029 0.49
H 0.140 1.960 0.242 -0.309 -0.080 0.235 0.20

(8)
10
Properties=species:S:1:pos:R:3:forces:R:3:nbo_charge:R:1 method="wB97M-V/def2-TZVPD" e_tot_ev=-25069.8858 homo_energy_ha="-0.28113 / -0.28120" total_charge=0 multiplicity=1
C -1.347 0.452 0.061 0.954 3.443 -0.879 -0.07
C -0.329 0.038 0.938 -2.893 -0.498 -1.404 -0.08
C -1.401 -1.559 0.075 -1.325 -2.684 -0.016 0.49
N -2.014 -0.604 -0.476 -0.048 -0.786 1.027 -0.46
N -0.528 -1.324 1.051 0.147 1.697 -0.472 -0.56
S -3.457 -1.191 2.813 0.699 -0.552 -0.444 -0.36
I -5.024 0.269 2.005 -0.127 0.224 -0.264 0.15
H -1.666 1.461 -0.390 1.107 -1.495 1.259 0.23
H 0.370 0.438 1.565 1.536 1.607 1.105 0.22
H 0.102 -1.885 1.574 -0.051 -0.955 0.087 0.44